Entry from OMol25: C36H28BrIrO5P2SSe as an isolated structure (wB97M-V/def2-TZVPD).

The molar mass comes out at 985.7 g mol⁻¹. Its net charge is +1. The energy above the lowest of the compared OMol25 structures with the same formula, charge and spin is 37.5 kcal per mole. The multiplicity is 6. The largest force on an atom comes out at 0.017 hartree/bohr. Its expectation value of S² is 8.77. Its LUMO energy (spin up / spin down) is -2.77 / -4.90 eV.

Geometry (Å):
Ir1 0.8441 -1.2318 -1.2307
Br1 1.2593 -0.2899 -3.3687
Se1 1.2060 -3.5067 0.6502
S1 -0.2948 -1.4096 2.2224
P1 -1.6588 -0.9550 -0.9586
P2 2.0158 0.5346 0.3009
O1 2.2740 -2.3078 0.2925
O2 -0.2081 -0.5677 0.9955
O3 0.3994 -2.8968 2.1360
O4 0.0548 -3.3827 -0.5093
O5 1.7664 -4.9309 1.0740
C1 -2.1344 0.7674 -0.6809
C2 -3.6651 -2.6072 0.0870
C3 3.2132 0.8121 2.7875
C4 3.7293 0.4720 -0.3339
C5 -4.3785 -1.1386 -4.0264
C6 -2.0102 -2.0927 1.7004
C7 -2.6651 -2.8317 2.6653
C8 4.6943 -0.3156 0.3037
C9 6.2590 0.0967 -1.4769
C10 3.4291 0.6360 4.1473
C11 -2.5851 -2.6594 -4.5494
C12 -4.3427 -3.3543 1.0455
C13 2.1439 0.1941 2.1264
C14 0.2603 2.5074 1.0914
C15 -3.7508 -0.8016 -2.8361
C16 0.3012 4.8175 0.4256
C17 5.2993 0.8464 -2.1398
C18 1.9870 3.3001 -0.3845
C19 -1.9579 -2.3294 -3.3543
C20 -1.6810 1.7217 -1.5947
C21 -2.9450 1.1541 0.3820
C22 -3.7922 -2.0628 -4.8848
C23 1.4363 4.5761 -0.3312
C24 5.9483 -0.4938 -0.2616
C25 1.4947 -0.7660 4.2897
C26 1.2924 -0.5744 2.9357
C27 -2.5332 -1.3984 -2.4899
C28 -2.4799 -1.9296 0.3866
C29 -2.0563 3.0494 -1.4538
C30 4.0407 1.0186 -1.5827
C31 2.5845 -0.1678 4.8980
C32 -2.8824 3.4297 -0.4006
C33 -3.8506 -3.4683 2.3345
C34 1.4018 2.2494 0.3250
C35 -3.3220 2.4857 0.5170
C36 -0.2801 3.7805 1.1438
H1 4.2659 1.1332 4.6223
H2 7.2405 -0.0428 -1.9154
H3 -4.0653 -2.5528 -0.9161
H4 -4.2024 -0.0660 -2.1787
H5 5.5209 1.2846 -3.1061
H6 -5.2631 -3.8538 0.7735
H7 2.7642 -0.3153 5.9566
H8 -0.2056 1.7122 1.6588
H9 -4.2799 -2.3164 -5.8203
H10 -3.9663 2.7833 1.3375
H11 3.2922 1.5419 -2.1573
H12 -2.2452 -2.9303 3.6625
H13 -1.7054 3.7878 -2.1668
H14 1.9103 5.3837 -0.8772
H15 -4.3764 -4.0565 3.0768
H16 -1.0440 1.4225 -2.4217
H17 -1.1577 3.9652 1.7517
H18 -2.1259 -3.3766 -5.2197
H19 -1.0255 -2.8135 -3.0870
H20 2.8969 3.1549 -0.9423
H21 0.8055 -1.3759 4.8685
H22 -0.1234 5.8136 0.4649
H23 -3.1830 4.4662 -0.2961
H24 6.6802 -1.1095 0.2477
H25 3.8860 1.4407 2.2182
H26 -3.2998 0.4169 1.0953
H27 4.4694 -0.8001 1.2438
H28 -5.3240 -0.6763 -4.2882



Entry from OMol25: C36H29BeClN2P2Se3 as an isolated structure at a distorted geometry (wB97M-V/def2-TZVPD).

The molar mass comes out at 832.9 g mol⁻¹. The energy above the lowest of the compared OMol25 structures with the same formula, charge and spin is 6.3 kcal per mole. The largest force on an atom comes out at 0.025 hartree/bohr. Its LUMO energy is -0.23 eV.

Geometry (Å):
Se1 -0.3029 1.8042 -0.9385
Se2 0.5569 0.3660 2.6074
Se3 -1.4087 3.4982 2.0741
Cl1 -4.7041 -1.4412 3.7045
P1 -0.1180 -1.7422 -0.1643
P2 0.0724 3.3778 0.5805
N1 -2.3041 0.0198 0.9446
N2 2.6321 -1.6230 1.9559
C1 4.2325 2.5068 2.3174
C2 -2.5786 -2.6084 -1.0330
C3 -3.3501 -2.6942 -3.3022
C4 -3.5691 -2.9005 -1.9496
C5 3.3739 3.4020 2.9362
C6 -5.0066 -0.6027 1.1541
C7 -2.8015 -0.4422 2.0865
C8 3.0541 -1.0994 -2.5972
C9 -0.4641 -5.6305 0.9668
C10 0.2539 4.9111 -0.3750
C11 2.6398 2.1982 0.5528
C12 -1.1256 -1.9203 -2.8166
C13 -3.1255 0.1703 -0.0908
C14 -4.1378 -0.7897 2.2229
C15 1.7708 3.0745 1.1892
C16 1.8127 -0.8458 2.1821
C17 1.5096 6.1705 -1.9744
C18 -0.4594 7.1121 -0.9683
C19 0.6127 7.2186 -1.8380
C20 -0.5302 -5.5653 2.3500
C21 1.4843 -1.9414 -0.9837
C22 -0.3688 -3.1743 2.2373
C23 -2.1273 -2.2055 -3.7292
C24 3.5566 -3.0870 -1.3566
C25 2.3550 -2.9826 -0.6787
C26 1.8550 -0.9803 -1.9220
C27 -0.6411 5.9580 -0.2272
C28 -0.4876 -4.3356 2.9809
C29 -0.3511 -4.4760 0.2193
C30 -4.4781 -0.1055 -0.0217
C31 3.9014 -2.1606 -2.3268
C32 2.1435 3.6929 2.3750
C33 3.8733 1.9234 1.1130
C34 -0.2925 -3.2347 0.8535
C35 1.3346 5.0136 -1.2415
C36 -1.3398 -2.1298 -1.4597
Be1 -0.5434 0.2846 0.6820
H1 -1.9517 -2.0365 -4.7815
H2 -0.5048 -6.5883 0.4732
H3 3.6505 3.8497 3.8786
H4 -4.1250 -2.9200 -4.0202
H5 -0.5500 -4.2754 4.0564
H6 4.2322 -3.8970 -1.1252
H7 -0.1727 -1.5526 -3.1672
H8 1.2033 -0.1365 -2.1176
H9 -0.6116 -6.4692 2.9349
H10 -2.6841 0.5376 -1.0044
H11 2.1036 -3.6981 0.0903
H12 -0.3183 -2.2201 2.7394
H13 2.3422 6.2514 -2.6567
H14 -4.5190 -3.2839 -1.6094
H15 -1.1612 7.9266 -0.8702
H16 1.4531 4.3668 2.8666
H17 -2.7512 -2.7791 0.0223
H18 4.5402 1.2311 0.6203
H19 4.8314 -2.2554 -2.8682
H20 2.3456 1.7067 -0.3691
H21 -1.4598 5.8683 0.4756
H22 -6.0560 -0.8319 1.2493
H23 -0.3045 -4.5280 -0.8591
H24 -2.1240 -0.5271 2.9231
H25 5.1786 2.2587 2.7763
H26 3.3209 -0.3608 -3.3376
H27 2.0311 4.1898 -1.3239
H28 0.7578 8.1259 -2.4060
H29 -5.1052 0.0635 -0.8809



Entry from OMol25: C36H29BeGe2N2O4 as an isolated structure at a distorted geometry (wB97M-V/def2-TZVPD).

The molar mass comes out at 707.9 g mol⁻¹. Its net charge is -1. The energy above the lowest of the compared OMol25 structures with the same formula, charge and spin is 49.2 kcal per mole. The largest force on an atom comes out at 0.075 hartree/bohr. Its LUMO energy (spin up / spin down) is 1.94 / 2.06 eV.

Geometry (Å):
Ge1 -3.2000 -0.2081 -1.1350
Ge2 2.1946 -0.1543 -0.9949
O1 -1.2878 3.7674 3.3117
O2 -1.0913 2.2960 4.9962
O3 -1.3503 3.7584 0.7290
O4 -1.2569 2.0620 -0.8342
N1 -0.5812 -0.6156 1.9215
N2 -0.7707 0.2919 0.8347
C1 -5.0809 2.6173 2.2473
C2 -4.0149 -1.9886 -0.8439
C3 4.0332 -3.9248 1.3510
C4 -5.4678 -3.7941 -1.6246
C5 0.2998 -0.4759 -1.0027
C6 -3.9852 0.5383 1.6216
C7 -4.0698 0.8795 0.2710
C8 5.0174 2.6813 0.4450
C9 2.2469 2.4699 0.3932
C10 3.0093 1.4286 -0.1926
C11 -0.9640 1.4977 1.3905
C12 -4.6568 2.0923 -0.0950
C13 4.3408 -2.6302 1.7782
C14 -0.8859 1.4510 2.8264
C15 3.8874 -1.2126 -3.1984
C16 2.8530 3.5779 0.9900
C17 4.2400 -0.1039 -5.3391
C18 -4.3015 -4.0194 0.4624
C19 3.0157 -0.1894 -2.7725
C20 2.6877 -2.9778 -0.4306
C21 -5.1714 2.9511 0.8909
C22 4.4105 1.5621 -0.1637
C23 -1.0969 2.5289 3.7858
C24 4.4779 -1.1645 -4.4719
C25 4.2407 3.6890 1.0124
C26 -1.2120 2.5652 0.4233
C27 -5.1894 -4.5428 -0.4839
C28 -0.6326 0.0840 3.0924
C29 -4.4740 1.4042 2.6002
C30 3.2030 -4.0926 0.2362
C31 3.8310 -1.5070 1.1123
C32 2.7609 0.8707 -3.6779
C33 -4.8896 -2.5159 -1.8049
C34 3.0176 -1.6616 -0.0213
C35 -3.7051 -2.7620 0.2838
C36 3.3693 0.9152 -4.9345
Be1 -1.0184 0.4902 -0.8441
H1 -5.4580 3.2711 3.0212
H2 -3.0001 -2.3869 1.0256
H3 3.1469 1.7504 -5.5911
H4 -5.6345 -5.5257 -0.3349
H5 -6.1373 -4.1760 -2.3961
H6 4.4404 -4.7990 1.8600
H7 2.0910 1.6814 -3.3996
H8 -4.3313 1.1204 3.6450
H9 -3.9425 0.2988 -2.4035
H10 2.0114 -3.1292 -1.2735
H11 4.7067 4.5597 1.4573
H12 2.2261 4.3488 1.4299
H13 -4.0352 -4.5774 1.3582
H14 -4.7183 2.4053 -1.1376
H15 -3.4976 -0.3825 1.9442
H16 -0.3241 -1.5906 1.7296
H17 5.0681 0.8083 -0.5921
H18 -0.5119 -0.2994 4.1079
H19 1.1542 2.4162 0.3881
H20 4.1194 -2.0591 -2.5486
H21 -5.6108 3.8937 0.5596
H22 5.1532 -1.9759 -4.7538
H23 4.9891 -2.4738 2.6278
H24 -1.3147 3.8236 2.2899
H25 4.0795 -0.5269 1.5087
H26 4.6929 -0.0794 -6.3274
H27 6.1007 2.7230 0.4638
H28 2.9102 -5.0940 -0.0977
H29 -5.1559 -1.9543 -2.7024



Entry from OMol25: C36H29Br2N3O8P2SeSnTe as an isolated structure (wB97M-V/def2-TZVPD).

The molar mass comes out at 1178.7 g mol⁻¹. The energy above the lowest of the compared OMol25 structures with the same formula, charge and spin is 1.2 kcal per mole. The largest force on an atom comes out at 0.017 hartree/bohr. Its LUMO energy is -0.79 eV.

Geometry (Å):
Te1 -2.3457 3.3628 0.6302
Sn1 -0.3455 -0.5897 0.0649
Br1 3.0721 -0.9094 -1.1861
Br2 1.5661 -3.6837 -0.6370
Se1 -3.4644 0.3535 0.5647
P1 -0.9382 2.1350 -1.9255
P2 0.4851 2.2041 0.6277
O1 -0.1848 -3.1833 5.8639
O2 -1.9039 -1.8536 6.3240
O3 -1.9634 0.6174 1.2553
O4 1.3928 -1.1910 3.8443
O5 -4.6062 -0.0204 1.6104
O6 -3.2594 -0.6528 -0.6677
O7 1.0371 -0.9758 1.6401
O8 -3.7288 1.9574 -0.0330
N1 -1.3560 -2.0363 1.8175
N2 -4.7031 6.7898 -1.9304
N3 -2.5727 -2.4545 2.1520
C1 -1.4509 -2.3499 4.0311
C2 -0.1071 1.9184 3.3485
C3 -0.2843 2.3783 4.6460
C4 0.7184 -1.3443 2.8537
C5 3.7601 4.5116 -0.3324
C6 -5.2837 5.6159 -1.7129
C7 -4.3092 3.8987 -4.5224
C8 -2.6833 -2.6407 3.4780
C9 2.3251 1.2480 -4.1710
C10 4.5115 2.4724 0.6948
C11 3.1993 2.0388 0.7966
C12 2.3443 3.6402 -3.9609
C13 0.5946 2.3569 -2.9001
C14 -2.1644 4.2157 -3.4889
C15 -3.3417 2.1415 -3.2037
C16 0.1798 4.6213 3.9150
C17 -3.1975 4.6959 -4.2729
C18 -2.7642 5.9727 -0.7899
C19 2.4465 4.0829 -0.2245
C20 1.1708 1.1950 -3.4015
C21 -0.6551 -1.9657 2.9367
C22 -3.3889 4.7511 -0.5710
C23 -0.6964 3.1530 -0.3997
C24 0.3740 4.1602 2.6232
C25 2.1606 2.8418 0.3278
C26 3.0482 -2.5483 -0.1731
C27 -4.3815 2.6238 -3.9887
C28 -4.6838 4.5649 -1.0275
C29 -0.1455 3.7285 4.9288
C30 -1.0802 -2.5088 5.4657
C31 -2.2246 2.9325 -2.9450
C32 2.9124 2.4700 -4.4512
C33 4.7930 3.7054 0.1240
C34 -3.4690 6.9557 -1.4711
C35 1.1961 3.5812 -3.1909
C36 0.2256 2.8023 2.3288
H1 3.9572 -3.0886 -0.3969
H2 -3.2978 -2.5134 1.4541
H3 -3.0098 7.9219 -1.6563
H4 -3.1460 5.6974 -4.6814
H5 5.3138 1.8440 1.0601
H6 -0.2361 0.8690 3.1369
H7 2.9758 1.0751 1.2428
H8 2.8059 4.5974 -4.1693
H9 -3.4003 1.1482 -2.7725
H10 -1.3135 4.8511 -3.2902
H11 -6.2895 5.4972 -2.1028
H12 -3.6023 -2.9891 3.9212
H13 -2.4852 -1.2651 5.8285
H14 2.7613 0.3319 -4.5494
H15 -5.2444 1.9988 -4.1822
H16 0.6509 4.8579 1.8427
H17 0.7182 0.2350 -3.1820
H18 3.9787 5.4781 -0.7697
H19 -0.2815 4.0876 5.9409
H20 0.7736 4.4940 -2.7950
H21 5.8188 4.0418 0.0408
H22 -5.2115 3.6323 -0.8889
H23 2.9450 -2.2809 0.8691
H24 1.6336 4.7163 -0.5556
H25 0.2961 5.6751 4.1345
H26 -0.5193 1.6758 5.4351
H27 3.8133 2.5159 -5.0499
H28 -5.1184 4.2780 -5.1343
H29 -1.7515 6.1633 -0.4563



Entry from OMol25: C36H29CaN3O7P4Se2 as an isolated structure (wB97M-V/def2-TZVPD).

The molar mass comes out at 937.5 g mol⁻¹. Its net charge is -2. The energy above the lowest of the compared OMol25 structures with the same formula, charge and spin is 144.0 kcal per mole. The largest force on an atom comes out at 0.018 hartree/bohr. Its LUMO energy is 3.73 eV.

Geometry (Å):
Se1 -0.0545 0.1026 3.0362
Se2 7.4337 0.1202 0.2301
Ca1 -0.4179 0.0872 0.0199
P1 2.0674 -0.0435 3.1223
P2 -0.9353 3.1095 -0.6598
P3 -3.1518 0.9949 -1.2763
P4 5.8997 0.3000 1.6726
O1 -2.5066 2.4360 -1.2297
O2 -0.0694 1.8925 -1.5130
O3 -2.6841 0.1886 -0.0817
O4 -1.0745 2.4388 0.8277
O5 -2.2068 0.3833 -2.5274
O6 0.2909 3.0363 0.6436
O7 -4.5704 0.9874 -1.6867
N1 4.1092 0.3352 -0.2961
N2 2.1015 0.2057 0.4945
N3 2.8336 0.3015 -0.5964
C1 0.1629 -3.6083 0.3321
C2 2.4475 3.6358 4.6982
C3 1.4037 -3.7482 -2.1398
C4 3.4165 1.1207 5.3561
C5 -0.5243 -4.7286 2.3933
C6 3.2485 3.4724 5.8229
C7 2.4944 -1.6891 3.7406
C8 6.1067 -1.9158 5.1302
C9 0.0491 -5.9374 1.9435
C10 2.6302 1.2847 4.2257
C11 4.2260 0.2545 1.0449
C12 2.1852 -2.0676 5.0468
C13 6.0869 1.8379 2.6218
C14 2.8572 -3.9998 3.1687
C15 6.5295 4.2593 3.9145
C16 0.7226 -4.8408 -0.1147
C17 2.8250 -2.6625 2.8017
C18 6.0075 -0.8406 4.2556
C19 1.3442 -4.8861 -1.3854
C20 5.4214 4.0992 3.1006
C21 2.1385 2.5518 3.8978
C22 7.2123 2.0094 3.4277
C23 6.1965 -2.3427 2.3911
C24 5.1938 2.8884 2.4579
C25 3.7324 2.2175 6.1508
C26 0.2273 -2.3932 -0.4357
C27 6.2946 -3.4119 3.2623
C28 6.0383 -1.0490 2.8850
C29 2.5807 -4.3682 4.4743
C30 -0.4636 -3.6097 1.6080
C31 0.8582 -2.5335 -1.6610
C32 2.2502 -3.4003 5.4152
C33 7.4259 3.2093 4.0813
C34 0.6550 -5.9873 0.7184
C35 6.2444 -3.2014 4.6354
C36 2.9158 0.1711 1.5600
H1 6.2474 -2.4960 1.3200
H2 4.7218 4.9123 2.9622
H3 3.0597 -4.7506 2.4161
H4 8.2987 3.3328 4.7103
H5 2.0593 4.6132 4.4413
H6 1.8863 -3.7702 -3.1129
H7 -2.5979 -0.4253 -2.8587
H8 2.5889 -5.4144 4.7541
H9 4.3533 2.0834 7.0279
H10 1.0927 -6.9150 0.3594
H11 6.3965 -4.4157 2.8703
H12 7.9272 1.2009 3.5259
H13 3.0032 -2.3835 1.7699
H14 -0.9980 -4.6830 3.3673
H15 6.0686 -1.7436 6.1988
H16 1.4957 2.6749 3.0289
H17 3.4923 4.3265 6.4428
H18 3.7854 0.1411 5.6227
H19 1.8408 -1.3292 5.7595
H20 -0.8865 -2.6741 1.9555
H21 4.3279 2.7669 1.8201
H22 5.9120 0.1633 4.6457
H23 6.7011 5.2029 4.4176
H24 0.9925 -1.6653 -2.3064
H25 -0.6957 1.4713 -2.1309
H26 6.3061 -4.0421 5.3147
H27 2.0054 -3.6890 6.4301
H28 1.7660 -5.8224 -1.7382
H29 0.0067 -6.8244 2.5673



Entry from OMol25: C36H29ClF5N6P2Y as an isolated structure (wB97M-V/def2-TZVPD).

The molar mass comes out at 827.0 g mol⁻¹. Its net charge is +2. The largest force on an atom comes out at 0.012 hartree/bohr. Its LUMO energy is -5.21 eV.

Geometry (Å):
Y1 -0.6763 0.3325 0.1518
Cl1 -2.5027 -0.6748 -1.7496
P1 0.5612 3.8106 0.0652
P2 0.1806 -2.2101 -0.8740
F1 -0.1971 1.5873 3.2598
F2 -3.1961 -0.6614 6.0502
F3 -4.0047 -2.2076 3.9756
F4 -1.2839 1.2386 5.6654
F5 -2.9437 -1.8714 1.5425
N1 -1.7155 4.3210 1.6065
N2 -1.8471 2.3906 0.5601
N3 0.4667 3.6768 -2.7429
N4 -0.0696 1.7819 -1.7671
N5 2.7893 2.7836 1.4254
N6 1.4295 1.1944 0.7655
C1 0.2980 3.0414 -1.5626
C2 -1.3870 -3.1061 -1.0510
C3 2.1356 -4.1403 -0.3303
C4 2.7031 -1.3058 -3.9007
C5 0.9073 -2.5696 -4.8880
C6 2.0958 -1.8684 -5.0189
C7 -1.0727 3.4503 0.8008
C8 -1.1318 0.5983 3.3905
C9 0.2007 2.7761 -3.7364
C10 1.0779 -3.0931 1.5706
C11 2.7521 -4.7825 1.9041
C12 -2.7298 -5.1140 -0.9175
C13 -1.5052 -4.4726 -0.8024
C14 -0.1247 1.6016 -3.1230
C15 -3.0646 -1.2875 3.7922
C16 -1.6755 0.4669 4.6552
C17 -1.2191 5.6041 2.1105
C18 1.2205 -3.2264 0.1891
C19 -2.4840 -1.0814 2.5517
C20 -3.0145 2.5970 1.2456
C21 2.1127 -1.4410 -2.6562
C22 3.3528 1.5938 1.7998
C23 2.5039 0.6130 1.3846
C24 -1.4965 -0.1549 2.2949
C25 -2.6533 -0.4979 4.8559
C26 2.8999 -4.9153 0.5300
C27 -3.7825 -3.0387 -1.5384
C28 0.9197 -2.1562 -2.5189
C29 1.8398 -3.8739 2.4262
C30 -2.5499 -2.4405 -1.4081
C31 3.3679 4.1022 1.7041
C32 0.8823 5.0639 -2.9667
C33 -3.8621 -4.4029 -1.2847
C34 0.3157 -2.7166 -3.6387
C35 1.6198 2.5145 0.8097
C36 -2.9437 3.7905 1.8965
H1 -2.7995 -6.1739 -0.7162
H2 -4.6534 -2.4647 -1.8199
H3 -0.3840 0.6561 -3.5704
H4 2.5913 -1.0013 -1.7864
H5 3.6080 -5.6267 0.1268
H6 2.2546 -4.2465 -1.4016
H7 1.9257 5.1934 -2.6899
H8 3.4369 4.6807 0.7871
H9 2.5561 -1.7626 -5.9922
H10 0.3595 -2.3961 1.9952
H11 4.2952 1.5551 2.3177
H12 3.6354 -0.7663 -4.0015
H13 -0.6287 -5.0360 -0.5066
H14 -0.2969 5.4552 2.6664
H15 -1.9706 6.0072 2.7823
H16 4.3652 3.9481 2.1038
H17 2.5941 -0.4548 1.5054
H18 0.4428 -3.0130 -5.7585
H19 -3.6447 4.3075 2.5286
H20 -1.0627 6.2955 1.2864
H21 -3.8177 1.8799 1.2453
H22 0.2691 3.0436 -4.7766
H23 -4.8172 -4.9027 -1.3710
H24 3.3508 -5.3900 2.5696
H25 -0.6055 -3.2786 -3.5470
H26 0.7594 5.2797 -4.0233
H27 2.7628 4.6253 2.4403
H28 0.2529 5.7400 -2.3943
H29 1.7217 -3.7740 3.4968